[1]
# C42H30N4Pt

C42H30N4Pt as an isolated structure (ωB97M-V with the def2-TZVPD basis set, the OMol25 dataset).

The spin multiplicity is 1. The LUMO energy (spin up / spin down) is 4.44 / 4.44 eV. The frontier orbital gap (spin up / spin down) is 4.5573 / 4.5587 eV. The HOMO energy (spin up / spin down) comes out at -0.0044 / -0.0045 Ha. As for the charge: -2.

```
77
Properties=species:S:1:pos:R:3:forces:R:3:mulliken_charge:R:1
Pt -1.092 -0.879 -0.548 0.0223 0.2098 0.5092 0.8380
C -0.653 4.011 -3.078 -0.0042 -0.0161 0.0507 -0.5688
C 0.051 3.910 -1.882 -0.0192 -0.0041 -0.0095 -0.8427
C -0.289 2.947 -0.944 0.0731 0.0614 -0.0181 -0.1841
C -1.346 2.070 -1.180 -0.0754 -0.1414 0.0849 -0.4623
C -2.045 2.174 -2.380 -0.0175 0.0163 -0.0862 -0.1158
C -1.701 3.133 -3.321 -0.0131 -0.0245 0.0051 -0.6316
N -1.684 1.042 -0.275 0.1715 0.2588 -0.0931 -0.1362
C -1.789 1.346 1.075 -0.0194 0.0925 -0.0372 0.4785
C -2.019 2.623 1.602 -0.0098 -0.0462 -0.0403 -0.5919
C -2.208 2.807 2.963 0.0105 -0.0390 0.0763 -0.8170
C -2.164 1.722 3.841 -0.0159 0.0402 -0.0401 -0.6168
C -1.930 0.448 3.352 -0.0183 0.0148 0.0034 -0.6566
C -1.738 0.254 1.984 0.0911 -0.2072 -0.0492 0.7620
N -1.485 -0.944 1.373 -0.3523 0.0345 0.0447 1.0087
N -1.417 -2.124 2.048 0.0259 0.0266 -0.1940 -1.4265
C -1.139 -3.100 1.216 0.0244 -0.0465 0.1026 0.3207
C -0.974 -4.447 1.690 -0.0283 0.1078 -0.0193 -0.7561
C -0.627 -5.440 0.839 0.0050 -0.0616 -0.0565 -0.1343
C -0.415 -5.153 -0.542 -0.0125 -0.0105 0.0976 -0.8655
C -0.596 -3.873 -0.964 -0.0632 0.0950 0.0244 -0.0910
N -0.998 -2.862 -0.155 0.1891 -0.3510 -0.1309 0.0735
H -0.381 4.759 -3.814 0.0081 -0.0003 -0.0055 0.3655
H 0.883 4.574 -1.679 0.0152 -0.0090 0.0025 0.4036
H 0.278 2.845 -0.027 0.0470 -0.0038 0.0227 0.6799
H -2.840 1.463 -2.571 -0.0078 0.0084 -0.0005 0.3019
H -2.247 3.182 -4.257 0.0021 0.0068 -0.0041 0.3673
H -2.060 3.474 0.933 -0.0022 -0.0034 0.0095 0.3893
H -2.380 3.807 3.344 -0.0094 0.0032 0.0080 0.3644
H -2.299 1.875 4.905 0.0051 0.0075 0.0040 0.3523
H -1.878 -0.415 4.003 0.0190 0.0093 0.0135 0.4193
H -1.116 -4.615 2.749 0.0099 0.0009 0.0060 0.4185
H -0.495 -6.450 1.212 0.0101 0.0050 -0.0088 0.3390
H -0.110 -5.915 -1.245 -0.0026 -0.0175 0.0032 0.3923
H -0.438 -3.593 -1.997 0.0010 0.0324 -0.0138 0.3958
C -3.487 -2.963 -5.245 -0.0068 -0.0112 0.0753 -0.4219
C -3.717 -2.967 -3.849 -0.0160 -0.0214 -0.0660 -0.8994
C -2.874 -2.295 -3.012 0.0798 0.0430 0.0081 -0.5324
C -1.744 -1.574 -3.494 -0.0897 0.0443 0.0545 1.3634
C -0.859 -0.877 -2.602 0.0257 0.0414 -0.0685 -1.0671
C 0.166 -0.170 -3.193 0.1112 -0.0096 -0.1216 0.7772
C 0.364 -0.126 -4.589 -0.0239 -0.0053 0.0791 -0.9672
C -0.462 -0.809 -5.437 -0.0306 -0.0461 0.0285 -0.9716
C -1.539 -1.554 -4.902 0.0069 0.0014 -0.1240 1.0859
C -2.426 -2.271 -5.750 0.0243 0.0418 0.0268 -0.8363
H -4.152 -3.505 -5.908 -0.0131 0.0019 0.0036 0.3610
H -4.565 -3.505 -3.442 -0.0038 -0.0078 -0.0096 0.3863
H -3.050 -2.298 -1.942 0.0069 -0.0192 -0.0011 0.1999
H 0.864 0.357 -2.553 -0.0125 0.0068 -0.0004 0.3164
H 1.188 0.458 -4.986 0.0055 -0.0020 -0.0025 0.3832
H -0.308 -0.795 -6.511 -0.0106 0.0083 -0.0047 0.2911
H -2.243 -2.248 -6.821 0.0040 -0.0031 -0.0044 0.3364
C 0.898 -0.498 -0.191 0.0569 -0.3492 -0.1082 -0.3596
C 1.443 -0.013 0.831 -0.1904 0.1661 -0.1186 -0.0869
C 2.221 0.501 1.842 0.0787 0.1095 0.1718 -0.6635
C 2.770 1.853 1.696 -0.0606 -0.1762 0.0125 0.4336
C 3.038 2.374 0.417 -0.0323 0.0634 -0.0445 -0.7214
C 3.521 3.659 0.240 -0.0182 -0.0246 -0.0005 -0.3129
C 3.767 4.487 1.332 -0.0169 0.0016 -0.0166 -0.5604
C 3.507 3.992 2.605 -0.0078 -0.0498 0.0172 -0.6430
C 3.023 2.706 2.785 0.0151 0.0627 0.0119 -0.3509
C 2.500 -0.339 3.008 0.0361 0.0408 -0.0746 -0.1552
C 3.630 -0.174 3.829 0.0224 -0.0163 0.0174 -0.4587
C 3.878 -1.013 4.907 -0.0116 0.0320 -0.0357 -0.5990
C 3.015 -2.058 5.209 -0.0098 -0.0027 -0.0106 -0.5697
C 1.899 -2.249 4.397 -0.0067 0.0123 -0.0184 -0.5009
C 1.645 -1.412 3.325 0.0042 0.0456 -0.0104 -0.0132
H 2.841 1.738 -0.439 -0.0178 0.0068 -0.0050 0.3624
H 3.711 4.019 -0.766 -0.0034 0.0020 -0.0045 0.4194
H 4.135 5.497 1.192 0.0134 0.0003 -0.0001 0.3493
H 3.666 4.624 3.473 0.0012 0.0008 0.0024 0.3482
H 2.796 2.362 3.786 -0.0015 -0.0175 0.0145 0.5585
H 4.342 0.609 3.598 0.0054 0.0239 0.0141 0.4855
H 4.766 -0.852 5.511 0.0051 0.0034 -0.0016 0.3447
H 3.206 -2.710 6.053 0.0022 -0.0019 0.0028 0.3531
H 1.205 -3.056 4.606 -0.0078 0.0003 -0.0045 0.3883
H 0.761 -1.561 2.718 0.0272 -0.0455 0.0551 0.3741
```
Positions in Å, forces in eV/Å.


[2]
# C10H21INO2P2PtS

C10H21INO2P2PtS as an isolated structure at a distorted geometry (ωB97M-V with the def2-TZVPD basis set, the OMol25 dataset).

The spin multiplicity is 5. The LUMO energy (spin up / spin down) is -11.03 / -14.64 eV. The frontier orbital gap (spin up / spin down) is 5.6369 / 4.9198 eV. The HOMO energy (spin up / spin down) comes out at -0.6126 / -0.7188 Ha. The relative energy (zero: lowest compared OMol25 entry of this formula, charge and spin) is 0.0 kcal per mole. As for the charge: +3.

```
39
Properties=species:S:1:pos:R:3:forces:R:3:nbo_charge:R:1
C -6.248 2.758 -0.386 -0.3239 0.6504 0.2858 -0.7599
C -5.335 1.628 -0.771 -2.9316 -2.4083 -2.4283 0.5482
H -7.225 2.523 -0.855 0.5137 0.1263 0.2496 0.3067
H -5.887 3.737 -0.748 0.0496 -0.4982 0.0505 0.2905
H -6.372 2.847 0.708 0.1991 -0.2191 -0.4056 0.2908
O -5.602 0.675 -1.438 1.6986 2.5471 2.1061 -0.3485
I -2.876 1.593 0.017 0.5559 -0.4256 -0.0731 0.4755
Pt -0.565 0.336 0.018 0.4292 0.3042 0.3218 0.3104
P -0.961 -0.866 1.905 -0.4138 -1.1928 1.0154 1.0803
C -0.744 -2.672 1.765 0.1348 -0.0840 -0.0265 -0.9684
C 0.095 -0.166 3.183 -0.0517 -0.0468 0.0628 -0.9638
H -0.256 -0.556 4.148 0.3831 0.1478 -0.0365 0.2977
H -2.837 -1.058 3.348 -0.2969 -0.0338 -0.0276 0.2902
H -0.014 0.926 3.147 0.0608 -0.2574 0.2169 0.2746
H -2.883 0.415 2.331 -0.1023 -0.1920 0.4213 0.2329
H 0.306 -2.938 1.539 -0.5312 0.0430 0.2629 0.2604
H 1.151 -0.430 2.996 -0.4639 0.0215 0.3353 0.2537
C -2.668 -0.659 2.346 -0.5358 0.1032 0.5722 -0.9613
H -1.056 -3.146 2.718 0.2393 0.2500 -0.4532 0.3004
H -3.300 -1.164 1.609 0.0524 -0.0548 0.1916 0.2772
H -1.387 -3.069 0.952 0.3150 0.2742 0.4299 0.2855
P 0.269 1.393 -1.813 0.4204 0.3491 -1.5340 1.0800
C 0.879 0.315 -3.153 0.1261 -0.1038 0.0046 -0.9683
C -1.044 2.325 -2.561 -0.2277 0.6668 -0.3553 -0.9611
H 1.148 3.052 -0.356 0.2181 0.0329 -0.2592 0.2747
H 1.791 3.197 -2.036 0.2683 -0.0604 0.3035 0.2978
H 2.439 1.930 -0.897 -0.2508 0.4132 -0.3086 0.2536
C 1.552 2.504 -1.218 -0.0001 0.0432 -0.0800 -0.9639
H -1.526 2.907 -1.768 0.1523 0.2802 -0.3511 0.2327
H -0.632 2.996 -3.316 -0.2548 0.0394 -0.1510 0.2903
H 1.167 0.945 -4.019 -0.0667 -0.3120 0.4744 0.3004
H 0.074 -0.377 -3.478 0.3890 0.4064 0.2149 0.2855
H -1.776 1.639 -2.999 0.1464 0.1171 -0.0878 0.2772
H 1.745 -0.291 -2.823 -0.3493 0.3824 -0.2955 0.2605
C 0.625 -1.107 -0.465 0.0479 -5.3529 -3.2396 0.3647
O 0.788 -2.124 -1.030 -0.3283 3.6853 2.1329 -0.4101
S 2.619 -0.326 0.667 1.7164 -0.9039 0.0181 0.5821
C 3.558 -1.616 0.192 -0.5156 0.8924 0.3727 -0.0726
N 4.309 -2.486 -0.090 -0.4719 0.3698 0.0695 0.1032
```
Positions in Å, forces in eV/Å.


[3]
# C19H24AsBMgN8STe

C19H24AsBMgN8STe as an isolated structure at a distorted geometry (ωB97M-V with the def2-TZVPD basis set, the OMol25 dataset).

The spin multiplicity is 2. The LUMO energy (spin up / spin down) is -2.93 / -4.30 eV. The frontier orbital gap (spin up / spin down) is 7.6121 / 6.1876 eV. The HOMO energy (spin up / spin down) comes out at -0.3873 / -0.3855 Ha. As for the charge: +1.

```
56
Properties=species:S:1:pos:R:3:forces:R:3:nbo_charge:R:1
Mg 8.344 10.042 8.802 -0.1922 -0.5892 -0.0384 1.7271
C 11.921 10.502 11.028 0.5592 -0.0820 -0.2706 -0.3592
C 11.250 9.950 9.920 -0.0134 -1.0046 1.1468 0.0262
N 9.936 10.177 10.015 0.8918 2.7580 0.7428 -0.5544
N 9.825 11.199 11.047 -0.3984 -2.6218 -0.8047 -0.3688
C 11.002 11.283 11.684 -0.6617 0.3547 -0.5739 0.0583
B 8.589 12.126 11.067 0.3154 0.6872 -0.1299 0.9364
N 7.205 11.407 11.125 -0.2972 -2.0752 -1.1790 -0.3624
C 6.285 11.334 12.092 -0.3534 -0.7984 -0.9596 0.0561
C 5.338 10.366 11.764 -0.3608 0.6024 0.0079 -0.3547
C 5.735 9.859 10.522 0.1866 -0.1191 0.6952 0.0223
N 6.852 10.436 10.112 0.5765 1.1320 1.6456 -0.5323
N 8.572 12.811 9.629 0.2542 -1.3575 -2.1019 -0.3504
C 8.933 14.029 9.237 0.1098 0.1504 -1.2227 0.0382
C 8.845 14.107 7.841 0.3499 0.5828 -0.4731 -0.3580
C 8.550 12.805 7.388 0.0937 1.9136 0.4669 0.0110
N 8.377 12.013 8.411 0.0129 0.4790 2.4433 -0.5312
N 8.769 13.182 12.191 -1.2282 0.6226 1.3242 -0.4204
C 7.923 14.283 12.381 1.2071 -0.4768 1.5162 -0.0360
C 8.088 14.738 13.688 -0.3269 0.1343 -0.4048 -0.3389
C 9.012 13.843 14.280 -0.6283 -0.6309 -1.1374 -0.0253
N 9.389 12.894 13.432 -0.4954 0.4371 -0.9940 -0.2883
H 12.925 10.351 11.396 0.0526 0.0148 -0.5000 0.2489
H 11.660 9.312 9.122 -0.3421 0.2291 0.6389 0.2228
H 11.066 11.955 12.529 0.1863 -0.2644 -0.0631 0.2787
H 6.316 11.987 12.929 0.1508 0.3718 0.5619 0.2437
H 4.408 10.190 12.295 0.3429 -0.1658 -0.0934 0.2469
H 5.326 9.020 9.959 -0.0463 0.4473 0.1128 0.2261
H 9.374 14.758 9.916 -0.6441 -0.1553 -0.0204 0.2502
H 8.967 14.999 7.209 0.1415 -0.6466 0.5491 0.2475
H 8.457 12.461 6.363 -0.0526 -0.0210 0.2515 0.2265
H 7.258 14.665 11.638 -0.0719 0.0001 -0.4924 0.2275
H 7.610 15.588 14.212 0.3326 -0.7264 -0.7463 0.2454
H 9.299 13.798 15.319 0.3186 0.0317 -0.1068 0.2227
Te 8.325 7.246 11.903 0.3727 0.2096 0.5915 0.2547
C 8.414 8.097 13.806 -0.8264 0.4695 -0.5418 -0.5658
C 7.282 8.669 14.378 1.3618 0.2584 1.0766 -0.2407
C 7.568 9.225 15.673 0.1466 -0.5188 -0.5860 -0.2637
C 8.872 9.050 16.081 -0.5808 -0.2870 -1.9068 -0.3665
S 9.803 8.325 14.805 -0.4236 -0.2757 0.4556 0.4786
H 6.318 8.724 13.908 -0.1060 -0.1564 -0.1097 0.2346
H 6.805 9.717 16.243 -0.1055 0.0677 0.3871 0.2306
H 9.340 9.303 17.000 0.2249 0.2886 0.5183 0.2461
C 8.741 5.501 8.453 -0.3477 -0.4712 1.1694 -0.9470
As 8.358 7.130 7.409 -0.0891 -1.1185 -1.0128 0.7229
C 9.513 6.609 5.859 0.1590 0.7421 0.2582 -0.9006
C 6.753 6.445 6.415 0.0092 0.0384 1.7783 -0.8965
H 8.983 4.701 7.750 0.2927 0.2680 -0.0461 0.2354
H 7.889 5.062 9.037 0.4762 0.9041 -0.4011 0.2484
H 9.574 5.668 9.174 -0.5125 -0.1264 -0.6477 0.2501
H 9.323 5.557 5.639 -0.3209 0.1828 0.0009 0.2295
H 10.606 6.676 6.031 -0.7042 0.4541 -0.1492 0.2402
H 9.124 7.262 5.048 0.7573 -0.5398 0.2528 0.2306
H 6.925 5.389 6.229 0.1674 -0.0127 -0.2215 0.2310
H 6.534 6.986 5.516 0.0649 0.3066 -0.4061 0.2357
H 5.899 6.497 7.101 0.0145 0.1028 -0.2507 0.2298
```
Positions in Å, forces in eV/Å.